1.
Formula: CH6N4S
Source: the Open Molecules 2025 dataset
Level of theory: the ωB97M-V functional and the def2-TZVPD basis

Properties
Frontier orbital gap   9.99 eV
ΔE to the lowest compared entry with this formula, charge and spin   0.3 kcal per mole
Spin multiplicity   1
Maximum force   1.33 eV/Å
E   -658.87091 a.u.
Total charge   0
HOMO energy   -9.3 eV
SMILES string   [H]/N=C(/NN)NS

Atoms and positions in Å:
H 1.0592 2.3834 0.1327
N 1.4466 1.4468 0.0727
C 0.5386 0.5400 0.0245
N 0.8801 -0.7760 0.0530
N 2.2318 -1.1275 -0.0601
N -0.8215 0.7748 -0.1484
S -2.0548 -0.3819 -0.0390
H 0.3227 -1.3891 -0.5199
H 2.7532 -0.5002 -0.6699
H 2.5878 -0.9163 0.8739
H -1.0896 1.7602 -0.0601
H -2.1467 -0.6936 1.3008

=====

2.
Formula: CH6N4S2
Source: the Open Molecules 2025 dataset
Level of theory: the ωB97M-V functional and the def2-TZVPD basis

Properties
Frontier orbital gap   7.36 eV
ΔE to the lowest compared entry with this formula, charge and spin   168.0 kcal per mole
Spin multiplicity   1
Maximum force   6.70 eV/Å
E   -1056.77529 a.u.
Total charge   0
HOMO energy   -8.1 eV

Atoms and positions in Å:
C 0.3891 -0.2582 0.1673
H -1.7730 0.4529 -1.0113
H -2.8573 -1.3455 0.0972
H -0.6533 -1.8056 -0.5209
H -1.0776 1.1298 0.7490
H 0.3299 1.3786 -1.5635
H 2.8225 -0.0552 1.5393
N -1.9894 -0.2826 0.0499
N -0.8402 -1.0458 0.0085
N 0.3361 0.9400 0.9796
N 1.4131 -0.8111 -0.3398
S 0.8509 2.1966 -0.1743
S 3.0492 -0.4940 0.0190

=====

3.
Formula: CH6N4S2
Source: the Open Molecules 2025 dataset
Level of theory: the ωB97M-V functional and the def2-TZVPD basis

Properties
Frontier orbital gap   8.96 eV
ΔE to the lowest compared entry with this formula, charge and spin   17.7 kcal per mole
Spin multiplicity   1
Maximum force   2.65 eV/Å
E   -1057.01479 a.u.
Total charge   0
HOMO energy   -8.3 eV
SMILES string   NN/C(=N/S)NS

Atoms and positions in Å:
N -1.7662 -0.6008 -0.4530
N -0.6583 -1.1509 0.1803
C 0.5416 -0.3722 0.1540
N 1.5942 -0.9002 -0.2738
S 3.1318 -0.1068 -0.2469
N 0.3814 0.8984 0.7487
S 0.3306 2.3123 -0.2902
H -1.7739 -0.8763 -1.4665
H -2.7384 -0.8415 -0.0443
H -0.4384 -2.1266 -0.0040
H 2.7660 0.6830 0.8671
H -0.3314 0.9915 1.4824
H -1.0390 2.0902 -0.6536

=====

4.
Formula: CH6NO
Source: the Open Molecules 2025 dataset
Level of theory: the ωB97M-V functional and the def2-TZVPD basis

Properties
Frontier orbital gap (spin up / spin down)   13.20 / 12.15 eV
ΔE to the lowest compared entry with this formula, charge and spin   16.8 kcal per mole
Spin multiplicity   2
Maximum force   4.01 eV/Å
E   -170.84121 a.u.
Total charge   +2
HOMO energy (spin up / spin down)   -25.5 / -28.0 eV

Atoms and positions in Å:
N -0.3466 0.0876 1.6728
H 0.0891 0.9928 1.9524
H 0.3480 -0.4889 1.2633
H -0.7342 -0.3253 2.4408
H -0.8785 0.1908 0.8397
O 0.3405 -0.0196 -0.8527
C 0.4483 -0.1453 -2.0512
H -0.3786 -0.7657 -2.5358
H 1.1121 0.4736 -2.7292

=====

5.
Formula: CH6NO2
Source: the Open Molecules 2025 dataset
Level of theory: the ωB97M-V functional and the def2-TZVPD basis

Properties
Frontier orbital gap   7.95 eV
ΔE to the lowest compared entry with this formula, charge and spin   14.9 kcal per mole
Spin multiplicity   1
Maximum force   2.40 eV/Å
E   -246.92544 a.u.
Total charge   -1
HOMO energy   -3.2 eV

Atoms and positions in Å:
N -0.2674 -1.4653 -1.0818
C 0.5988 -0.0938 -0.7131
O 0.4371 0.4562 0.4406
H 0.3868 -2.1891 -1.3435
H -0.5824 -1.8809 -0.1949
H 1.5594 -0.5798 -0.9726
H 0.2257 0.5277 -1.5407
H -0.3240 1.7107 1.1698
H -1.0470 1.3899 2.4275
O -0.9870 2.1243 1.8087

=====

6.
Formula: CH6NO2
Source: the Open Molecules 2025 dataset
Level of theory: the ωB97M-V functional and the def2-TZVPD basis

Properties
Frontier orbital gap   8.05 eV
ΔE to the lowest compared entry with this formula, charge and spin   3.3 kcal per mole
Spin multiplicity   1
Maximum force   1.34 eV/Å
E   -246.94403 a.u.
Total charge   -1
HOMO energy   -3.3 eV

Atoms and positions in Å:
N -1.9568 -0.0794 0.4548
C -0.5278 -0.2886 -0.1314
O 0.1702 0.8367 -0.1877
H -2.0473 0.9195 0.2346
H -1.8237 -0.0770 1.4624
H -0.7701 -0.7572 -1.1190
H -0.0864 -1.0992 0.4720
H 1.7719 0.6224 -0.0589
H 2.5602 -0.2997 -0.9658
O 2.7098 0.2226 -0.1610

=====

7.
Formula: CH6NO2
Source: the Open Molecules 2025 dataset
Level of theory: the ωB97M-V functional and the def2-TZVPD basis

Properties
Frontier orbital gap   12.90 eV
ΔE to the lowest compared entry with this formula, charge and spin   29.1 kcal per mole
Spin multiplicity   1
Maximum force   2.43 eV/Å
E   -246.65744 a.u.
Total charge   +1
HOMO energy   -16.7 eV
SMILES string   [NH3+]C(O)O

Atoms and positions in Å:
N -0.9177 -0.1139 -0.1676
C 0.6778 -0.1630 0.1062
O 1.0669 1.0883 -0.2257
O 0.9119 -0.4024 1.4218
H -1.6222 -0.8923 0.0913
H -0.9511 -0.0169 -1.1828
H -1.1124 0.7486 0.2462
H 0.9669 -0.9304 -0.6320
H 1.8743 1.4258 0.2565
H 1.6619 -1.0580 1.6460

=====

8.
Formula: CH6NO2
Source: the Open Molecules 2025 dataset
Level of theory: the ωB97M-V functional and the def2-TZVPD basis

Properties
Frontier orbital gap   13.12 eV
ΔE to the lowest compared entry with this formula, charge and spin   20.3 kcal per mole
Spin multiplicity   1
Maximum force   3.45 eV/Å
E   -246.67135 a.u.
Total charge   +1
HOMO energy   -16.9 eV
SMILES string   [NH3+]C(O)O

Atoms and positions in Å:
N -1.1040 -0.0385 0.1729
C 0.4255 -0.0908 -0.3211
O 1.0245 1.0108 0.1750
O 0.9242 -1.2399 0.1286
H -1.4687 -1.0015 0.1894
H -1.7064 0.5497 -0.4165
H -1.1156 0.3394 1.1328
H 0.3578 -0.1198 -1.5267
H 1.2074 1.7102 -0.4679
H 1.4553 -1.1196 0.9335

=====

9.
Formula: CH6NO3
Source: the Open Molecules 2025 dataset
Level of theory: the ωB97M-V functional and the def2-TZVPD basis

Properties
Frontier orbital gap   13.18 eV
ΔE to the lowest compared entry with this formula, charge and spin   9.7 kcal per mole
Spin multiplicity   1
Maximum force   3.22 eV/Å
E   -321.93004 a.u.
Total charge   +1
HOMO energy   -16.8 eV

Atoms and positions in Å:
C 1.1373 0.0463 0.0144
N 0.9980 -1.2241 -0.0583
O 2.3485 0.4938 0.1877
O -2.5904 0.2973 0.0353
O 0.0962 0.7782 0.1049
H 1.8332 -1.7552 -0.2419
H -2.9954 1.0942 0.2986
H 0.1018 -1.6427 -0.1408
H 2.7004 1.4130 0.4356
H -2.8082 0.2931 -0.8537
H -0.8215 0.2062 0.2181

=====

10.
Formula: CH6NO4
Source: the Open Molecules 2025 dataset
Level of theory: the ωB97M-V functional and the def2-TZVPD basis

Properties
Frontier orbital gap (spin up / spin down)   11.45 / 6.94 eV
ΔE to the lowest compared entry with this formula, charge and spin   1.6 kcal per mole
Spin multiplicity   2
Maximum force   2.44 eV/Å
E   -397.36312 a.u.
Total charge   0
HOMO energy (spin up / spin down)   -11.1 / -11.1 eV

Atoms and positions in Å:
N -1.2675 -1.9915 0.6373
C -0.5244 -0.8516 0.7230
O -0.6266 0.0465 -0.0888
O 0.2526 -0.7404 1.7422
H -2.1900 -1.8702 0.2567
H -1.3352 -2.5928 1.4483
H 1.9203 1.8971 0.1807
H 1.4980 0.6989 1.0190
O 2.0416 1.4954 1.0441
H -0.2675 0.8051 -1.8309
H 0.6674 1.7821 -2.4893
O -0.1688 1.3212 -2.6423

=====

11.
Formula: CH6NOP
Source: the Open Molecules 2025 dataset
Level of theory: the ωB97M-V functional and the def2-TZVPD basis

Properties
Frontier orbital gap   6.59 eV
ΔE to the lowest compared entry with this formula, charge and spin   76.0 kcal per mole
Spin multiplicity   1
Maximum force   1.39 eV/Å
E   -512.95473 a.u.
Total charge   0
HOMO energy   -6.4 eV

Atoms and positions in Å:
C 0.2612 -1.2309 -1.5197
N -0.1342 1.2530 0.7601
O 0.7980 -0.1431 -1.3600
P -1.1015 -0.0717 1.7429
H 0.8239 -2.0895 -1.8931
H -0.8048 -1.3884 -1.3207
H 0.6080 1.6672 1.3186
H 0.2639 0.8149 -0.1098
H -0.7949 1.9837 0.4955
H 0.0804 -0.7952 1.8863

=====

12.
Formula: CH6NOS
Source: the Open Molecules 2025 dataset
Level of theory: the ωB97M-V functional and the def2-TZVPD basis

Properties
Frontier orbital gap (spin up / spin down)   10.39 / 6.85 eV
ΔE to the lowest compared entry with this formula, charge and spin   2.2 kcal per mole
Spin multiplicity   2
Maximum force   0.54 eV/Å
E   -569.80903 a.u.
Total charge   0
HOMO energy (spin up / spin down)   -9.6 / -9.6 eV

Atoms and positions in Å:
S 0.0832 -0.0668 -3.5993
H 1.3908 -0.3305 -3.7405
N -0.3195 0.3469 -0.0137
C -0.5872 0.1395 1.3537
O 0.4029 -0.6312 2.0642
H 0.3568 1.0472 -0.2568
H -0.3161 -0.4794 -0.5879
H -0.6346 1.1100 1.8453
H -1.5340 -0.3899 1.4706
H 1.1577 -0.7458 1.4644

=====

13.
Formula: CH6NPS
Source: the Open Molecules 2025 dataset
Level of theory: the ωB97M-V functional and the def2-TZVPD basis

Properties
Frontier orbital gap   9.87 eV
ΔE to the lowest compared entry with this formula, charge and spin   26.2 kcal per mole
Spin multiplicity   1
Maximum force   4.85 eV/Å
E   -835.96045 a.u.
Total charge   0
HOMO energy   -9.0 eV
SMILES string   CP(N)S

Atoms and positions in Å:
C -0.6650 1.1634 0.0622
P -0.4327 -0.5507 0.5634
N 0.3781 -1.1648 -1.2225
S 1.2797 -0.3106 1.8169
H 0.2344 1.5295 -0.2918
H -1.3102 1.6307 0.8015
H -1.0555 1.0582 -1.0040
H -0.3138 -1.6995 -1.6600
H 0.5836 -0.2880 -1.6764
H 1.3014 -1.3683 2.6107

=====

14.
Formula: CH6NPS
Source: the Open Molecules 2025 dataset
Level of theory: the ωB97M-V functional and the def2-TZVPD basis

Properties
Frontier orbital gap (spin up / spin down)   8.03 / 6.16 eV
ΔE to the lowest compared entry with this formula, charge and spin   90.2 kcal per mole
Spin multiplicity   1
Maximum force   3.92 eV/Å
E   -835.85849 a.u.
Total charge   0
HOMO energy (spin up / spin down)   -8.9 / -8.0 eV

Atoms and positions in Å:
C 1.0690 1.0986 0.1347
N 0.7383 -1.7540 0.7344
P 0.3189 -0.5734 -0.2029
S -2.8616 0.5478 0.1237
H 1.1403 1.5905 1.0122
H 1.9966 1.2742 -0.2769
H 0.4620 1.7844 -0.3565
H 0.4969 -2.6684 0.2653
H 0.3226 -0.7097 -1.6942
H -3.6830 -0.5899 0.2602

=====

15.
Formula: CH6NS
Source: the Open Molecules 2025 dataset
Level of theory: the ωB97M-V functional and the def2-TZVPD basis

Properties
Frontier orbital gap   6.59 eV
ΔE to the lowest compared entry with this formula, charge and spin   12.7 kcal per mole
Spin multiplicity   1
Maximum force   3.43 eV/Å
E   -494.64426 a.u.
Total charge   -1
HOMO energy   -2.6 eV

Atoms and positions in Å:
S 0.9009 2.7869 1.3869
H 0.3955 3.4212 2.4713
C -0.0293 -1.2090 -1.0272
N -0.8342 -0.3680 -0.0554
H -0.7745 -1.5978 -1.6558
H 0.4805 -2.0611 -0.5467
H 0.7664 -0.6219 -1.6188
H -0.6500 -0.8835 0.8187
H -0.2553 0.5332 0.2270

=====

16.
Formula: CH6NS
Source: the Open Molecules 2025 dataset
Level of theory: the ωB97M-V functional and the def2-TZVPD basis

Properties
Frontier orbital gap (spin up / spin down)   10.28 / 6.61 eV
ΔE to the lowest compared entry with this formula, charge and spin   13.7 kcal per mole
Spin multiplicity   2
Maximum force   1.40 eV/Å
E   -494.56217 a.u.
Total charge   0
HOMO energy (spin up / spin down)   -9.4 / -9.4 eV

Atoms and positions in Å:
S 0.4332 -1.5583 -0.7938
H 1.5639 -1.0762 -1.3842
C 0.0739 1.5011 1.2015
N -0.9859 1.3994 0.1613
H -0.1062 2.2414 1.9789
H 1.0006 1.7880 0.6954
H 0.2870 0.5471 1.6978
H -0.8838 0.4406 -0.1784
H -1.8429 1.3879 0.7100

=====

17.
Formula: CH6O
Source: the Open Molecules 2025 dataset
Level of theory: the ωB97M-V functional and the def2-TZVPD basis

Properties
Frontier orbital gap   12.44 eV
ΔE to the lowest compared entry with this formula, charge and spin   0.5 kcal per mole
Spin multiplicity   1
Maximum force   1.24 eV/Å
E   -116.92357 a.u.
Total charge   0
HOMO energy   -11.6 eV
SMILES string   C.O

Atoms and positions in Å:
C -1.7022 -0.3076 -1.2184
H -2.5296 -0.8863 -1.6548
H -1.2162 0.2885 -2.0048
H -2.0941 0.3629 -0.4395
H -0.9680 -0.9957 -0.7738
O 2.7711 0.1292 2.1282
H 2.6584 0.5535 1.2475
H 3.0806 0.8555 2.7156

=====

18.
Formula: CH6O2
Source: the Open Molecules 2025 dataset
Level of theory: the ωB97M-V functional and the def2-TZVPD basis

Properties
Frontier orbital gap   9.73 eV
ΔE to the lowest compared entry with this formula, charge and spin   31.1 kcal per mole
Spin multiplicity   1
Maximum force   5.40 eV/Å
E   -192.10867 a.u.
Total charge   0
HOMO energy   -9.3 eV
SMILES string   CO.O

Atoms and positions in Å:
C -1.6105 0.1562 0.0597
O -0.6065 -0.7598 -0.0984
H -2.5330 -0.3139 0.0349
H -1.2889 0.6160 0.8686
H -1.4681 1.0201 -0.7250
H 0.3008 -0.2735 -0.3391
O 2.0718 -0.0018 0.0233
H 2.2223 -0.5290 0.8283
H 2.9122 0.0857 -0.6523

=====

19.
Formula: CH6O2
Source: the Open Molecules 2025 dataset
Level of theory: the ωB97M-V functional and the def2-TZVPD basis

Properties
Frontier orbital gap   11.68 eV
ΔE to the lowest compared entry with this formula, charge and spin   1.1 kcal per mole
Spin multiplicity   1
Maximum force   0.35 eV/Å
E   -192.15645 a.u.
Total charge   0
HOMO energy   -10.9 eV
SMILES string   CO.O

Atoms and positions in Å:
C -1.4225 -0.1131 0.6294
O -0.1866 0.5797 0.8202
H -1.2960 -1.1793 0.8085
H -2.1970 0.2718 1.2902
H -1.7285 0.0492 -0.3964
H 0.0709 0.4483 1.7402
O 1.5511 -0.3147 -1.4263
H 1.4173 -1.2287 -1.6946
H 0.8559 -0.1555 -0.7704

=====

20.
Formula: CH6OP2
Source: the Open Molecules 2025 dataset
Level of theory: the ωB97M-V functional and the def2-TZVPD basis

Properties
Frontier orbital gap   7.96 eV
ΔE to the lowest compared entry with this formula, charge and spin   41.5 kcal per mole
Spin multiplicity   1
Maximum force   3.75 eV/Å
E   -799.57211 a.u.
Total charge   0
HOMO energy   -8.7 eV

Atoms and positions in Å:
C 0.4999 1.4807 -0.1741
O -1.8580 -1.2145 -0.3931
P 2.1333 -1.0252 -0.1923
P 1.1176 0.2679 1.0945
H -0.1611 2.1130 0.3601
H -0.1959 0.8717 -0.8779
H 1.2428 2.0165 -0.8513
H -2.8337 -1.0443 -0.3610
H 1.9812 -1.9293 0.8282
H -1.9262 -1.5364 0.5670